No. 1
This record from the Open Molecules 2025 dataset describes C39H60As3CaN5PSi as an isolated structure at a distorted geometry. The level of theory is ωB97M-V/def2-TZVPD.

Each line ends with the Mulliken charge.
Geometry (Å):
Ca (0.255, -0.911, 0.407)  1.17
C (-1.467, -0.635, 3.917)  -1.28
C (0.038, -0.669, 3.826)  0.38
C (0.821, -0.446, 4.931)  -0.94
C (2.212, -0.527, 4.782)  -0.93
C (2.772, -0.835, 3.568)  -0.72
C (1.935, -1.082, 2.444)  0.01
N (0.570, -0.960, 2.618)  0.54
N (2.345, -1.420, 1.192)  0.20
Si (3.891, -2.165, 0.953)  -0.27
C (3.979, -3.009, -0.712)  -1.08
C (5.322, -0.969, 0.979)  -1.09
C (4.177, -3.497, 2.237)  -1.08
H (-1.826, -1.453, 4.548)  0.43
H (-1.918, -0.747, 2.933)  -0.13
H (-1.815, 0.297, 4.368)  0.42
H (0.370, -0.218, 5.888)  0.51
H (2.855, -0.345, 5.637)  0.42
H (3.849, -0.896, 3.453)  0.26
H (3.959, -2.314, -1.558)  0.31
H (3.187, -3.756, -0.846)  0.24
H (4.943, -3.535, -0.758)  0.55
H (5.181, -0.165, 0.245)  0.21
H (6.252, -1.494, 0.729)  0.39
H (5.462, -0.501, 1.960)  0.35
H (3.220, -3.889, 2.604)  0.30
H (4.736, -3.131, 3.104)  0.33
H (4.743, -4.332, 1.807)  0.46
C (2.813, 2.237, 0.545)  -1.04
As (0.949, 1.865, 0.983)  1.82
C (1.048, 2.589, 2.792)  -1.56
C (0.195, 3.365, -0.022)  -2.00
C (-1.328, 3.579, -0.041)  2.31
C (-1.573, 4.827, -0.909)  -2.20
C (-2.123, 2.441, -0.712)  -2.19
As (-2.284, 0.605, 0.026)  1.60
C (-3.568, 0.950, 1.458)  -1.65
C (-3.621, 0.091, -1.302)  -1.29
C (-1.872, 3.809, 1.383)  -0.71
As (-1.210, 5.410, 2.336)  0.22
C (-1.917, 4.867, 4.079)  -1.16
C (-2.684, 6.617, 1.899)  -1.16
H (3.032, 3.288, 0.720)  0.53
H (3.023, 1.983, -0.493)  -0.08
H (3.437, 1.616, 1.189)  0.30
H (1.298, 3.644, 2.736)  0.57
H (1.835, 2.049, 3.314)  0.60
H (0.120, 2.458, 3.346)  0.04
H (0.554, 3.226, -1.045)  0.31
H (0.677, 4.258, 0.369)  0.74
H (-1.269, 4.644, -1.944)  0.39
H (-0.997, 5.681, -0.540)  0.47
H (-2.633, 5.103, -0.906)  0.45
H (-1.750, 2.302, -1.732)  0.41
H (-3.158, 2.772, -0.806)  0.74
H (-4.325, 1.642, 1.096)  0.51
H (-3.084, 1.370, 2.334)  0.25
H (-4.035, 0.007, 1.732)  0.48
H (-4.305, 0.921, -1.453)  0.54
H (-4.168, -0.775, -0.945)  0.41
H (-3.142, -0.160, -2.245)  0.05
H (-1.608, 2.960, 2.016)  -0.90
H (-2.963, 3.870, 1.364)  1.21
H (-1.274, 4.110, 4.530)  0.25
H (-2.931, 4.472, 3.982)  0.38
H (-1.937, 5.735, 4.737)  0.43
H (-2.575, 7.019, 0.892)  0.35
H (-2.659, 7.449, 2.603)  0.43
H (-3.648, 6.108, 1.985)  0.32
N (0.562, -2.826, -2.402)  0.35
P (-0.464, -1.454, -2.682)  0.69
C (-0.810, -1.631, -4.469)  0.37
C (-2.126, -1.534, -4.907)  -0.23
C (-2.421, -1.583, -6.267)  -0.71
C (-1.401, -1.749, -7.190)  -0.48
C (-0.080, -1.865, -6.758)  -0.88
C (0.216, -1.791, -5.406)  -0.38
C (0.746, -0.065, -2.771)  0.49
C (2.085, -0.202, -2.416)  0.26
C (2.975, 0.853, -2.610)  -0.49
C (2.523, 2.056, -3.129)  -0.24
C (1.177, 2.211, -3.454)  -0.75
C (0.295, 1.156, -3.283)  -1.06
C (0.408, -3.671, -1.301)  -0.17
C (0.787, -5.013, -1.385)  -0.93
C (0.601, -5.817, -0.286)  -0.45
C (0.042, -5.284, 0.878)  -1.32
C (-0.266, -3.949, 0.890)  -0.52
N (-0.088, -3.141, -0.181)  0.39
H (0.909, -3.294, -3.224)  0.31
H (-2.930, -1.426, -4.187)  0.33
H (-3.449, -1.492, -6.601)  0.41
H (-1.627, -1.779, -8.249)  0.39
H (0.719, -1.998, -7.479)  0.41
H (1.254, -1.824, -5.089)  0.37
H (2.435, -1.137, -2.000)  -0.02
H (4.023, 0.722, -2.368)  0.41
H (3.215, 2.875, -3.281)  0.40
H (0.819, 3.154, -3.852)  0.45
H (-0.743, 1.272, -3.578)  0.46
H (1.214, -5.400, -2.303)  0.49
H (0.888, -6.862, -0.328)  0.44
H (-0.129, -5.897, 1.754)  0.55
H (-0.686, -3.481, 1.773)  0.54
C (-4.441, -4.673, 0.544)  -1.15
C (-3.660, -3.435, 0.676)  0.49
N (-3.049, -2.467, 0.778)  -0.27
H (-5.418, -4.548, 1.008)  0.36
H (-3.920, -5.495, 1.034)  0.31
H (-4.576, -4.917, -0.508)  0.29

Calculated values
Charge: +1
F_max, eV/Å: 1.1
HOMO-LUMO gap, Ha: 0.28632
HOMO energy, eV: -9.59


No. 2
This record from the Open Molecules 2025 dataset describes C39H61BBaI2N9S4Si as an isolated structure. The level of theory is ωB97M-V/def2-TZVPD.

Each line ends with the Mulliken charge.
Geometry (Å):
Ba (0.921, -0.198, 1.109)  0.53
C (4.214, -4.495, 2.372)  -1.74
C (4.192, -3.646, 1.106)  1.27
C (5.375, -4.043, 0.223)  -2.32
C (4.319, -2.157, 1.409)  -0.85
N (2.926, -3.908, 0.346)  0.55
C (2.884, -4.484, -0.907)  -0.05
C (1.588, -4.564, -1.263)  -1.57
N (0.829, -4.038, -0.246)  0.09
B (-0.684, -3.887, -0.510)  1.10
N (-1.020, -2.817, -1.596)  -0.04
C (-2.253, -2.907, -2.197)  -1.66
C (-2.365, -1.900, -3.079)  -0.25
N (-1.188, -1.171, -3.027)  0.59
C (-0.364, -1.755, -2.110)  -0.23
S (1.226, -1.262, -1.678)  0.24
C (-0.986, -0.059, -4.005)  1.52
C (0.277, 0.772, -3.803)  -2.46
C (-2.181, 0.889, -3.876)  -1.67
C (-0.936, -0.691, -5.396)  -1.86
N (-1.507, -3.677, 0.790)  0.20
C (-1.696, -4.783, 1.581)  -1.61
C (-2.468, -4.429, 2.621)  -0.20
N (-2.774, -3.087, 2.466)  0.53
C (-2.156, -2.633, 1.341)  -0.08
S (-2.104, -1.005, 0.762)  0.09
C (-3.741, -2.465, 3.420)  1.47
C (-5.006, -3.329, 3.421)  -1.79
C (-4.163, -1.042, 3.074)  -2.19
C (-3.075, -2.463, 4.797)  -1.51
C (1.653, -3.657, 0.754)  -0.05
S (1.181, -2.995, 2.282)  0.11
H (5.161, -4.329, 2.884)  0.45
H (4.131, -5.556, 2.124)  0.40
H (3.408, -4.222, 3.047)  0.33
H (6.283, -3.844, 0.791)  0.49
H (5.417, -3.450, -0.690)  0.48
H (5.368, -5.104, -0.034)  0.50
H (5.313, -1.948, 1.802)  0.57
H (3.622, -1.821, 2.170)  0.15
H (4.177, -1.563, 0.503)  -0.02
H (3.765, -4.750, -1.453)  0.53
H (1.139, -4.911, -2.174)  0.55
H (-1.060, -4.941, -0.971)  -0.22
H (-2.949, -3.678, -1.925)  0.61
H (-3.178, -1.631, -3.724)  0.58
H (0.310, 1.248, -2.826)  0.32
H (0.245, 1.548, -4.576)  0.75
H (1.184, 0.191, -3.927)  0.70
H (-2.213, 1.331, -2.880)  0.25
H (-3.135, 0.404, -4.078)  0.47
H (-2.064, 1.694, -4.605)  0.39
H (-0.099, -1.386, -5.464)  0.37
H (-0.799, 0.087, -6.147)  0.45
H (-1.853, -1.233, -5.629)  0.40
H (-1.227, -5.720, 1.347)  0.62
H (-2.799, -4.998, 3.466)  0.54
H (-5.440, -3.368, 2.422)  0.38
H (-5.736, -2.885, 4.097)  0.45
H (-4.821, -4.349, 3.754)  0.41
H (-4.587, -0.964, 2.076)  0.44
H (-3.348, -0.333, 3.140)  0.24
H (-4.925, -0.768, 3.807)  0.58
H (-2.861, -3.470, 5.152)  0.38
H (-3.734, -1.983, 5.523)  0.45
H (-2.138, -1.909, 4.759)  0.21
C (-1.948, 5.626, -4.209)  -0.75
C (-0.540, 5.663, -3.634)  -0.78
N (-0.280, 4.604, -2.678)  -0.14
C (-0.863, 4.502, -1.449)  -0.10
S (-1.026, 2.995, -0.745)  -0.02
N (-1.265, 5.647, -0.873)  0.10
C (-1.892, 5.735, 0.434)  0.21
C (-3.403, 5.834, 0.334)  -1.20
H (-2.094, 6.431, -4.929)  0.39
H (-2.695, 5.730, -3.423)  0.20
H (-2.128, 4.678, -4.715)  0.18
H (-0.330, 6.634, -3.176)  0.33
H (0.208, 5.561, -4.422)  0.41
H (-0.099, 3.688, -3.063)  0.12
H (-1.120, 6.507, -1.375)  0.19
H (-1.466, 6.601, 0.948)  0.36
H (-1.599, 4.846, 0.991)  -0.49
H (-3.710, 6.735, -0.200)  0.39
H (-3.855, 5.861, 1.325)  0.39
H (-3.799, 4.965, -0.192)  0.21
C (-0.492, 3.908, 3.530)  -0.98
Si (-1.756, 2.592, 3.930)  0.48
C (-2.581, 3.045, 5.553)  -1.16
C (-3.069, 2.562, 2.590)  -0.40
C (-1.004, 0.880, 4.119)  0.24
H (-0.958, 4.893, 3.621)  0.24
H (-0.097, 3.811, 2.516)  0.27
H (0.357, 3.866, 4.213)  0.43
H (-3.036, 4.035, 5.497)  0.29
H (-1.860, 3.057, 6.371)  0.30
H (-3.363, 2.329, 5.808)  0.32
H (-3.305, 3.574, 2.257)  0.01
H (-3.991, 2.107, 2.956)  0.43
H (-2.749, 1.999, 1.713)  0.09
H (-1.287, 0.220, 3.300)  -0.86
H (-1.349, 0.417, 5.045)  0.43
N (7.970, -0.299, -5.795)  -0.59
C (7.265, -0.053, -4.920)  0.05
C (6.385, 0.254, -3.828)  0.68
C (5.114, 0.768, -4.076)  -0.57
C (4.268, 1.046, -3.023)  -0.36
C (4.663, 0.816, -1.697)  0.35
C (5.951, 0.308, -1.466)  -0.50
C (6.802, 0.027, -2.516)  -0.64
C (3.772, 1.050, -0.614)  -0.54
C (2.975, 1.199, 0.306)  -0.59
H (4.794, 0.944, -5.095)  0.43
H (3.276, 1.438, -3.202)  0.51
H (6.264, 0.141, -0.444)  0.58
H (7.793, -0.366, -2.326)  0.46
I (1.191, 0.762, 4.307)  -0.02
I (4.494, 0.321, 4.479)  -0.75

Calculated values
Charge: -1
F_max, eV/Å: 0.8
ΔE to the lowest compared entry with this formula, charge and spin, kcal/mol: 30.5
HOMO-LUMO gap, Ha: 0.22055
HOMO energy, eV: -4.20


Record order is preserved below.
Energy: -266988.4099, -123643.2156 eV